Entry from the Open Molecules 2025 dataset: a 15-piece molecular cluster, C22H68F6N17O24S2 overall at a distorted geometry (wB97M-V/def2-TZVPD).

Structure (XYZ):
```
139
Properties=species:S:1:pos:R:3:lowdin_charge:R:1
C 18.285 -20.427 -17.578 -0.5961
F 18.887 -19.309 -17.742 0.1914
F 19.238 -21.304 -17.428 0.1506
F 17.431 -20.395 -16.470 0.0975
S 17.134 -20.928 -19.152 0.7682
O 15.993 -21.742 -18.659 -0.2931
O 16.698 -19.648 -19.695 -0.3414
N 18.202 -21.602 -20.395 -0.3099
S 17.096 -22.564 -21.132 0.6413
O 16.968 -23.852 -20.455 -0.3281
O 15.790 -22.083 -21.571 -0.2677
C 18.089 -23.049 -22.769 -0.5333
F 19.400 -23.097 -22.388 0.0856
F 17.572 -24.235 -23.200 0.1272
F 17.950 -22.085 -23.686 0.1308
C 20.022 -16.166 -19.051 -0.7764
O 19.179 -16.687 -18.335 0.0412
N 20.605 -15.043 -18.807 0.1824
N 20.449 -16.639 -20.172 0.1927
H 20.530 -14.748 -17.844 0.1221
H 21.209 -14.578 -19.470 0.1194
H 20.858 -15.954 -20.791 0.1203
H 20.233 -17.611 -20.343 0.0827
C 20.112 -26.248 -23.967 -0.7351
O 19.394 -26.881 -24.730 0.0197
N 20.861 -25.244 -24.372 0.1655
N 20.233 -26.495 -22.698 0.2095
H 21.732 -25.194 -23.863 0.0685
H 20.850 -25.034 -25.360 0.1164
H 20.676 -25.790 -22.127 0.0666
H 19.866 -27.275 -22.172 0.1265
C 16.155 -27.156 -19.152 -0.8117
O 15.448 -26.331 -18.685 0.0647
N 16.944 -26.877 -20.152 0.1790
N 16.251 -28.409 -18.752 0.1614
H 17.635 -27.518 -20.515 0.1065
H 16.905 -25.887 -20.345 0.0670
H 15.633 -28.777 -18.044 0.1137
H 16.951 -28.989 -19.193 0.0995
C 21.653 -21.285 -25.300 -0.8328
O 22.227 -20.276 -24.951 0.0351
N 21.270 -22.188 -24.529 0.1918
N 21.388 -21.584 -26.543 0.1637
H 21.349 -22.111 -23.525 0.1019
H 20.728 -22.916 -24.972 0.0869
H 21.759 -20.924 -27.211 0.1200
H 20.603 -22.189 -26.738 0.1109
C 13.568 -17.987 -19.726 -0.7842
O 12.601 -17.375 -20.158 0.0070
N 14.783 -17.728 -20.147 0.1613
N 13.497 -19.144 -19.200 0.1797
H 14.973 -16.753 -20.330 0.0819
H 15.455 -18.450 -19.929 0.0321
H 14.348 -19.685 -19.154 0.0817
H 12.608 -19.541 -18.928 0.1253
C 18.621 -24.662 -16.855 -0.8520
O 18.830 -25.456 -15.987 0.0482
N 17.468 -24.194 -17.169 0.1974
N 19.534 -24.141 -17.580 0.1833
H 17.307 -23.835 -18.099 0.0635
H 16.691 -24.631 -16.694 0.1270
H 20.343 -24.736 -17.693 0.1231
H 19.101 -23.532 -18.259 0.0798
C 15.300 -20.208 -12.854 -0.8777
O 15.047 -19.199 -12.301 0.0812
N 15.212 -21.418 -12.339 0.1446
N 15.761 -20.325 -13.994 0.1767
H 14.796 -21.376 -11.420 0.1112
H 15.371 -22.309 -12.787 0.1103
H 16.024 -19.533 -14.563 0.1284
H 16.183 -21.227 -14.162 0.1160
C 16.991 -16.253 -21.988 -0.8294
O 16.222 -15.744 -21.231 0.0464
N 17.320 -17.446 -21.736 0.2104
N 17.462 -15.718 -23.066 0.1841
H 18.100 -17.960 -22.120 0.0845
H 16.887 -17.924 -20.959 0.0741
H 18.258 -16.047 -23.594 0.1159
H 17.107 -14.774 -23.122 0.1210
C 15.699 -19.623 -23.884 -0.2564
C 16.694 -18.804 -24.659 -0.2218
O 16.714 -19.057 -26.105 -0.0618
O 14.417 -19.541 -24.481 -0.0391
H 15.558 -19.529 -22.808 0.1174
H 16.076 -20.646 -23.901 0.0876
H 17.647 -18.831 -24.132 0.1008
H 16.429 -17.761 -24.483 0.0976
H 15.808 -19.035 -26.419 0.0621
H 14.560 -19.948 -25.338 0.0671
C 22.988 -22.116 -15.217 -0.1977
C 22.616 -21.219 -16.489 -0.1784
O 22.646 -22.070 -17.655 -0.0865
O 24.349 -22.474 -14.871 -0.0847
H 22.477 -23.078 -15.235 0.1098
H 22.592 -21.750 -14.270 0.1119
H 23.300 -20.371 -16.445 0.0961
H 21.604 -20.830 -16.370 0.0884
H 22.127 -21.831 -18.426 0.0260
H 24.720 -23.074 -15.522 0.0732
C 21.024 -19.812 -21.612 -0.2027
C 21.429 -20.606 -20.358 -0.2209
O 20.770 -21.852 -20.278 -0.0948
O 19.697 -19.369 -21.457 -0.1061
H 20.930 -20.384 -22.535 0.0970
H 21.579 -18.892 -21.796 0.1269
H 21.224 -19.900 -19.554 0.1164
H 22.515 -20.698 -20.371 0.1243
H 19.825 -21.686 -20.262 -0.0284
H 19.262 -20.178 -21.180 0.0182
C 23.155 -24.033 -21.408 -0.2152
C 22.477 -24.751 -20.258 -0.2292
O 21.078 -24.872 -20.385 -0.0734
O 23.165 -24.573 -22.722 -0.0691
H 24.213 -24.018 -21.146 0.1209
H 22.962 -22.960 -21.410 0.1101
H 22.721 -24.264 -19.315 0.1121
H 22.921 -25.721 -20.037 0.1238
H 20.788 -23.965 -20.263 0.0452
H 23.778 -25.312 -22.719 0.1003
C 15.539 -25.785 -24.859 -0.2598
C 15.924 -26.733 -23.678 -0.2296
O 16.909 -27.687 -24.070 -0.0850
O 14.640 -26.343 -25.779 -0.0606
H 16.372 -25.382 -25.436 0.1126
H 15.005 -24.912 -24.485 0.1118
H 15.113 -27.361 -23.310 0.1152
H 16.001 -26.175 -22.744 0.0805
H 17.709 -27.328 -24.460 0.0072
H 15.308 -26.635 -26.402 0.0772
C 22.437 -17.400 -16.357 -0.2517
C 21.293 -17.704 -15.326 -0.1648
O 20.130 -16.857 -15.709 -0.0970
O 22.722 -16.047 -16.141 -0.0596
H 22.073 -17.667 -17.349 0.1054
H 23.272 -18.057 -16.115 0.1033
H 21.604 -17.588 -14.287 0.1190
H 20.927 -18.729 -15.396 0.0887
H 19.921 -17.106 -16.613 0.0115
H 21.830 -15.690 -16.148 0.0528
```

LUMO energy	1.40	eV
relative energy (zero: lowest compared OMol25 entry of this formula, charge and spin)	736.1	kJ/mol
HOMO-LUMO gap	7.81	eV
charge	-1
E_HOMO	-0.236	hartree